No. 1
ORCA calculation (wB97M-V/def2-TZVPD) on the molecule C23H26N2O4.

Summary:
spin multiplicity	1
energy above the lowest of the compared OMol25 structures with the same formula, charge and spin	36.8	kcal/mol
net charge	0
E_HOMO	-0.2931	Ha
orbital gap	8.404	eV
SMILES string	CCc1cccc(CC)c1NC(=O)[C@@H]1CC(=O)N(c2ccc3c(c2)OCCO3)C1

Cartesian coordinates (Å):
O  -1.82  -0.66  3.28
O  1.27  1.69  5.93
O  -2.50  -0.90  -1.76
O  2.82  3.68  4.59
N  -0.48  -1.69  -2.43
N  -0.33  0.11  1.70
C  -2.51  -3.30  -3.77
C  0.08  -0.61  -5.91
C  1.14  2.04  1.81
C  -1.94  -1.42  0.98
C  -1.73  -4.54  -3.31
C  -1.73  -2.19  -5.88
C  3.08  3.28  5.92
C  1.92  2.91  2.53
C  1.79  2.82  6.59
C  1.96  1.15  -4.53
C  0.50  0.92  3.83
C  0.21  -0.71  -4.53
C  -1.38  -1.29  -1.50
C  1.22  0.08  -3.75
C  -0.84  -1.36  -0.07
C  0.43  1.02  2.45
C  -0.12  -0.04  0.28
C  -1.39  -0.63  2.16
C  -0.65  -1.58  -3.84
C  1.27  1.82  4.57
C  -1.62  -2.33  -4.50
C  -0.89  -1.35  -6.58
C  2.01  2.81  3.91
H  -2.40  -5.24  -2.82
H  -2.48  -2.76  -6.41
H  -2.21  -2.43  1.28
H  -0.06  0.17  4.36
H  1.97  2.52  7.63
H  2.57  0.72  -5.32
H  -1.27  -5.03  -4.16
H  -0.95  -4.26  -2.61
H  0.95  -0.08  0.05
H  1.06  3.64  6.57
H  -2.97  -2.81  -2.92
H  2.48  3.69  2.05
H  -0.15  -2.20  0.03
H  1.08  2.16  0.74
H  3.51  4.15  6.43
H  0.72  0.04  -6.47
H  1.96  -0.61  -3.32
H  3.81  2.45  5.93
H  0.71  0.55  -2.90
H  1.26  1.86  -4.98
H  -0.98  -1.26  -7.65
H  2.62  1.71  -3.87
H  -3.31  -3.62  -4.44
H  -2.83  -0.91  0.61
H  0.46  -1.87  -2.12
H  -0.57  0.79  -0.27


No. 2
ORCA calculation (wB97M-V/def2-TZVPD) on the molecule C23H26N4O3 in a non-equilibrium geometry.

Summary:
spin multiplicity	1
energy above the lowest of the compared OMol25 structures with the same formula, charge and spin	74.8	kcal/mol
net charge	0
E_HOMO	-0.2792	Ha
orbital gap	8.340	eV
SMILES string	COc1cccc(-c2cc3nc4c(c(N5CCC6(CC5)OCCO6)n3n2)CCC4)c1

Cartesian coordinates (Å):
O  -2.43  2.24  -2.29
O  -1.39  1.37  -0.50
O  -1.89  -6.15  0.59
N  1.01  0.27  0.56
N  1.44  2.03  -1.02
N  1.40  0.50  2.92
N  0.55  -0.64  -0.29
C  -1.40  -5.06  -0.07
C  -3.25  1.16  -1.89
C  -0.25  1.27  -2.67
C  1.92  2.25  1.35
C  -0.55  3.43  -1.38
C  0.45  -1.48  1.80
C  2.46  2.61  3.65
C  -0.84  -3.94  0.55
C  0.20  -1.71  0.44
C  -2.48  0.50  -0.72
C  2.57  3.61  1.44
C  -0.36  -2.88  -0.21
C  -1.15  2.06  -1.71
C  0.98  -0.21  1.87
C  1.43  1.55  0.26
C  -0.99  -4.05  -2.21
C  -0.44  -2.94  -1.60
C  -1.84  -6.17  1.99
C  -1.47  -5.10  -1.46
C  1.21  1.19  -2.17
C  3.30  3.56  2.79
C  0.98  3.38  -1.31
C  1.87  1.68  2.64
H  3.41  4.55  3.23
H  3.04  2.08  4.40
H  -0.88  4.13  -2.14
H  -0.05  -2.12  -2.18
H  0.30  -2.14  2.63
H  -2.13  -0.50  -0.98
H  -2.42  -5.35  2.43
H  1.66  3.15  4.16
H  -1.05  -4.09  -3.29
H  3.25  3.80  0.61
H  -0.31  1.78  -3.64
H  -3.06  0.45  0.20
H  1.89  1.53  -2.96
H  1.41  3.66  -2.27
H  -0.81  -6.12  2.35
H  1.81  4.40  1.46
H  -0.97  3.74  -0.42
H  -0.66  0.27  -2.79
H  -2.28  -7.12  2.29
H  1.46  0.16  -1.92
H  1.34  4.08  -0.56
H  -1.91  -5.97  -1.92
H  4.30  3.14  2.64
H  -0.78  -3.89  1.63
H  -3.40  0.46  -2.72
H  -4.22  1.56  -1.58


No. 3
ORCA calculation (wB97M-V/def2-TZVPD) on the molecule C23H26N4O3S in a non-equilibrium geometry.

Summary:
spin multiplicity	1
energy above the lowest of the compared OMol25 structures with the same formula, charge and spin	60.8	kcal/mol
net charge	0
E_HOMO	-0.3142	Ha
orbital gap	8.548	eV
SMILES string	CN(C)CCNC(=O)c1c(CSc2ccccc2)noc1C(=O)NCc1ccccc1

Cartesian coordinates (Å):
S  3.32  -3.05  1.65
O  -0.87  0.17  -1.91
O  2.47  -1.00  -2.05
O  -0.27  -4.04  -0.11
N  3.13  -2.03  -1.47
N  -2.97  -0.83  1.59
N  1.01  1.00  -2.84
N  -1.41  -2.13  -0.52
C  -3.06  -2.26  1.33
C  0.29  -0.36  1.70
C  2.01  3.88  -1.94
C  0.45  2.31  -3.14
C  0.33  0.07  -2.17
C  3.02  -0.36  1.17
C  0.77  3.26  -2.01
C  2.28  0.79  1.00
C  2.66  -3.83  0.10
C  2.32  4.70  -0.88
C  1.16  -1.08  -1.75
C  -0.16  3.47  -1.00
C  2.26  -2.75  -0.82
C  0.94  -2.21  -0.98
C  0.92  0.79  1.25
C  -3.29  -0.56  2.98
C  -0.30  -2.88  -0.48
C  1.40  4.91  0.13
C  2.39  -1.52  1.60
C  -2.69  -2.65  -0.11
C  1.03  -1.52  1.89
C  0.16  4.30  0.07
C  -3.80  -0.03  0.71
H  4.08  -0.38  0.96
H  -3.44  -2.31  -0.81
H  -0.77  -0.37  1.88
H  -3.14  0.50  3.19
H  -2.63  -3.74  -0.15
H  -1.12  2.98  -1.04
H  -3.42  -0.09  -0.31
H  2.73  3.72  -2.73
H  3.49  -4.41  -0.30
H  -0.57  4.46  0.85
H  -1.36  -1.17  -0.85
H  -3.75  1.01  1.03
H  2.76  1.70  0.65
H  1.81  -4.46  0.35
H  -4.33  -0.83  3.24
H  3.29  5.18  -0.83
H  0.87  2.66  -4.08
H  2.01  0.89  -2.93
H  0.34  1.69  1.09
H  -4.08  -2.64  1.52
H  -2.37  -2.76  2.01
H  0.56  -2.43  2.23
H  -0.63  2.18  -3.24
H  -4.86  -0.35  0.72
H  1.64  5.56  0.96
H  -2.62  -1.14  3.62


No. 4
ORCA calculation (wB97M-V/def2-TZVPD) on the molecule C23H26N4O3S in a non-equilibrium geometry.

Summary:
spin multiplicity	1
energy above the lowest of the compared OMol25 structures with the same formula, charge and spin	63.3	kcal/mol
net charge	0
E_HOMO	-0.2988	Ha
orbital gap	8.029	eV
SMILES string	CN(C)CCNC(=O)c1c(CSc2ccccc2)noc1C(=O)NCc1ccccc1

Cartesian coordinates (Å):
S  -3.14  -3.37  -0.21
O  1.52  1.54  -0.32
O  1.01  -1.95  -0.22
O  -2.71  0.25  -1.63
N  -1.91  3.90  0.35
N  0.05  -2.78  -0.66
N  2.54  -0.10  0.85
N  -0.93  1.64  -1.58
C  -2.52  -0.41  2.46
C  7.31  -0.61  -0.45
C  -1.53  0.45  -1.42
C  4.94  0.26  0.72
C  5.14  0.39  -0.65
C  -1.66  2.82  -1.96
C  -3.59  0.44  2.23
C  -3.35  3.75  0.43
C  5.94  -0.30  1.50
C  -0.63  -0.65  -0.99
C  1.59  0.37  0.03
C  7.12  -0.73  0.92
C  6.31  -0.05  -1.23
C  -0.94  -2.05  -1.11
C  -2.39  -1.57  1.72
C  3.64  0.72  1.33
C  -1.22  2.94  1.19
C  -3.33  -1.87  0.75
C  -2.19  -2.65  -1.61
C  -4.53  0.13  1.26
C  -4.40  -1.03  0.52
C  0.63  -0.66  -0.41
C  -1.40  4.00  -1.00
H  -1.45  3.18  2.23
H  -3.69  1.35  2.81
H  -3.66  3.92  1.46
H  -3.69  2.75  0.12
H  -1.52  1.90  1.01
H  -0.15  3.03  1.04
H  -1.36  3.13  -2.96
H  -1.57  -2.25  1.90
H  -1.98  -3.50  -2.27
H  -2.81  -1.91  -2.10
H  8.23  -0.95  -0.90
H  -5.12  -1.28  -0.25
H  -1.84  4.89  -1.45
H  5.80  -0.40  2.57
H  7.89  -1.17  1.53
H  3.42  1.75  1.03
H  6.46  0.05  -2.30
H  0.04  1.77  -1.29
H  3.68  0.66  2.42
H  -5.36  0.79  1.08
H  -2.72  2.56  -1.98
H  2.58  -1.09  1.04
H  4.36  0.83  -1.26
H  -3.82  4.50  -0.21
H  -0.32  4.16  -0.93
H  -1.78  -0.16  3.21


No. 5
ORCA calculation (wB97M-V/def2-TZVPD) on the molecule C23H26N4O5 in a non-equilibrium geometry.

Summary:
spin multiplicity	1
energy above the lowest of the compared OMol25 structures with the same formula, charge and spin	63.4	kcal/mol
net charge	0
E_HOMO	-0.3078	Ha
orbital gap	8.248	eV
SMILES string	CCCCNC(=O)CNC(=O)c1nn(-c2ccc(OC)cc2OC)c(=O)c2ccccc12

Cartesian coordinates (Å):
O  0.18  -0.11  2.00
O  -2.13  -3.45  0.01
O  3.98  -2.65  0.37
O  1.03  4.46  0.40
O  -3.51  2.73  -0.48
N  -1.40  -1.29  0.12
N  -1.87  2.44  1.08
N  -1.62  0.01  0.18
N  0.53  2.32  -0.11
C  -2.80  2.00  0.20
C  -4.83  -2.57  -0.28
C  -5.28  0.18  -0.19
C  -6.11  -2.07  -0.40
C  2.13  -1.33  1.24
C  -3.97  -0.32  -0.07
C  -2.40  -2.26  0.00
C  -2.82  0.51  0.12
C  0.78  -1.01  1.17
C  1.80  2.00  -0.72
C  1.86  -2.92  -0.56
C  1.60  1.27  -2.05
C  4.87  -2.05  1.28
C  -6.33  -0.69  -0.36
C  0.52  -2.59  -0.64
C  -0.03  -1.65  0.22
C  -1.19  3.70  0.93
C  2.68  -2.28  0.38
C  -3.75  -1.71  -0.12
C  0.95  0.51  3.00
C  0.24  3.54  0.37
C  2.90  1.07  -2.82
C  3.88  0.14  -2.12
H  0.25  1.12  3.57
H  -0.17  1.59  -0.12
H  -1.76  4.31  0.23
H  -6.94  -2.74  -0.53
H  5.84  -2.50  1.08
H  3.37  2.04  -2.99
H  -7.33  -0.31  -0.45
H  4.59  -2.25  2.32
H  1.72  1.16  2.58
H  -4.63  -3.64  -0.31
H  2.76  -0.84  1.96
H  1.40  -0.22  3.68
H  -1.36  1.72  1.58
H  3.41  -0.81  -1.89
H  4.74  -0.05  -2.75
H  -1.12  4.23  1.88
H  0.91  1.86  -2.66
H  -0.11  -3.08  -1.36
H  -5.43  1.25  -0.17
H  2.38  1.36  -0.04
H  2.34  2.94  -0.86
H  4.24  0.59  -1.19
H  2.30  -3.65  -1.21
H  4.94  -0.96  1.12
H  2.65  0.65  -3.80
H  1.13  0.30  -1.86


No. 6
ORCA calculation (wB97M-V/def2-TZVPD) on a structure of composition C23H26N4S3V in a non-equilibrium geometry.

Summary:
spin multiplicity	3
energy above the lowest of the compared OMol25 structures with the same formula, charge and spin	17.3	kcal/mol
net charge	+1
E_HOMO (spin up / spin down)	-0.3899 / -0.3943	Ha
orbital gap (spin up / spin down)	7.188 / 8.235	eV

Cartesian coordinates (Å):
V  -0.17  0.64  -0.05
S  1.96  0.88  -0.61
S  -1.86  -0.12  1.29
S  0.06  -1.67  -0.82
N  1.24  -1.37  1.54
N  1.37  -3.47  0.67
N  -1.37  1.83  -1.05
N  0.23  2.46  1.25
C  2.24  -5.54  -0.15
C  2.14  -6.70  -0.90
C  0.06  -4.86  -0.90
C  -0.42  2.44  2.57
C  -3.46  1.18  -2.22
C  -4.08  -0.62  -0.21
C  1.66  2.73  1.38
C  -0.04  -6.02  -1.65
C  0.94  -2.21  0.52
C  3.91  2.35  0.60
C  -0.36  3.53  0.40
C  -0.79  2.17  -2.36
C  2.15  3.67  2.28
C  4.39  3.29  1.50
C  -4.95  -0.44  -1.26
C  -1.65  3.05  -0.24
C  -2.88  0.10  -0.13
C  -2.58  1.01  -1.16
C  -4.64  0.46  -2.27
C  1.20  -4.61  -0.16
C  2.55  2.08  0.53
C  1.00  -6.95  -1.65
C  3.51  3.95  2.34
H  -0.76  -4.15  -0.89
H  0.91  -7.85  -2.23
H  1.87  -1.63  2.27
H  1.48  4.21  2.94
H  -4.30  -1.32  0.58
H  0.37  3.80  -0.37
H  0.09  1.73  3.22
H  0.24  2.52  -2.23
H  -0.93  -6.21  -2.22
H  -0.39  3.43  3.05
H  5.45  3.50  1.55
H  -3.25  1.90  -3.00
H  -2.37  2.78  0.53
H  2.95  -7.41  -0.89
H  3.87  4.68  3.05
H  -5.88  -0.99  -1.29
H  -2.08  3.83  -0.86
H  -0.77  1.29  -3.00
H  1.99  -3.62  1.45
H  3.13  -5.35  0.43
H  -1.34  2.97  -2.87
H  -0.55  4.43  1.00
H  -5.32  0.61  -3.10
H  1.11  -0.37  1.38
H  4.58  1.83  -0.07
H  -1.45  2.14  2.49


No. 7
ORCA calculation (wB97M-V/def2-TZVPD) on the molecule C23H26N6O4 in a non-equilibrium geometry.

Summary:
spin multiplicity	1
energy above the lowest of the compared OMol25 structures with the same formula, charge and spin	84.6	kcal/mol
net charge	0
E_HOMO	-0.2948	Ha
orbital gap	7.390	eV
SMILES string	COc1ccc(-c2[nH]n(-c3ccc([N+](=O)[O-])cc3)c(=O)c2/C=N/CCN2CCNCC2)cc1

Cartesian coordinates (Å):
O  -8.17  4.58  -0.68
O  -6.75  6.06  -0.04
O  -4.03  -0.84  -0.89
O  4.78  0.83  -0.96
N  -7.05  4.94  -0.40
N  3.67  -1.23  1.86
N  -0.08  -2.46  -0.74
N  1.70  -3.29  1.47
N  -2.92  1.20  -0.84
N  -1.59  1.57  -0.74
C  1.41  -0.21  -1.74
C  2.78  -0.09  -1.74
C  2.65  1.64  -0.08
C  -3.00  -0.21  -0.88
C  -6.27  2.68  -0.92
C  0.64  0.59  -0.90
C  -1.28  -2.05  -0.80
C  -3.94  2.12  -0.71
C  -5.26  1.75  -1.03
C  1.28  1.53  -0.09
C  2.91  -3.26  0.67
C  -1.62  -0.66  -0.89
C  0.21  -3.84  -0.54
C  1.29  -1.94  1.82
C  3.43  0.82  -0.90
C  -4.69  4.34  -0.16
C  0.65  -4.11  0.93
C  2.42  -1.25  2.60
C  -5.99  3.97  -0.50
C  5.49  1.64  -0.05
C  4.03  -2.58  1.47
C  -0.81  0.46  -0.87
C  -3.67  3.42  -0.27
H  2.60  -1.80  3.53
H  0.93  -0.93  -2.38
H  6.55  1.45  -0.26
H  -1.32  2.47  -1.13
H  -2.15  -2.72  -0.75
H  1.03  -4.10  -1.21
H  -5.46  0.75  -1.34
H  5.29  2.70  -0.21
H  3.39  -0.70  -2.39
H  -0.22  -3.99  1.58
H  3.53  -0.68  1.02
H  2.13  -0.23  2.84
H  0.69  2.16  0.57
H  -7.29  2.41  -1.16
H  3.12  2.36  0.58
H  4.94  -2.54  0.87
H  5.27  1.37  0.98
H  2.76  -2.71  -0.27
H  -4.50  5.35  0.18
H  0.98  -5.15  0.98
H  4.22  -3.15  2.38
H  1.04  -1.35  0.93
H  -0.65  -4.49  -0.74
H  -2.67  3.71  0.02
H  3.20  -4.29  0.44
H  0.40  -2.00  2.45


No. 8
ORCA calculation (wB97M-V/def2-TZVPD) on a structure of composition C23H27BCl3N6NiO2S2.

Summary:
spin multiplicity	3
net charge	-1
E_HOMO (spin up / spin down)	-0.1623 / -0.1664	Ha
orbital gap (spin up / spin down)	6.790 / 6.902	eV

Cartesian coordinates (Å):
Ni  -0.03  -0.41  -0.37
Cl  -4.96  -1.31  -5.52
Cl  -0.29  -0.69  -2.85
Cl  -4.94  -0.90  -0.14
S  0.66  -2.84  -0.04
S  0.21  -5.72  -0.80
O  -2.02  -0.70  -0.47
O  -1.61  -3.81  -0.65
N  2.59  0.71  0.49
N  0.79  0.63  2.28
N  0.72  2.38  0.49
N  2.08  -0.15  -0.43
N  -0.06  -0.25  1.69
N  -0.13  1.78  -0.39
C  -2.70  -1.03  -4.05
C  1.47  1.42  4.54
C  3.93  0.71  0.44
C  4.78  1.56  1.33
C  3.12  -0.69  -1.06
C  -2.03  -0.90  -2.85
C  1.36  4.66  1.28
C  0.67  0.57  3.61
C  -0.40  3.99  -0.51
C  -0.72  -0.87  2.66
C  -1.85  2.49  -2.03
C  -0.81  2.74  -1.00
C  -4.76  -1.10  -2.82
C  -2.56  -4.80  -1.02
C  4.31  -0.17  -0.55
C  -0.29  -0.38  3.90
C  0.57  3.71  0.43
C  -0.31  -4.16  -0.52
C  -2.65  -0.85  -1.57
C  -4.06  -0.96  -1.64
C  -4.07  -1.14  -4.02
C  -1.76  -1.91  2.39
C  3.00  -1.71  -2.15
B  1.65  1.54  1.39
H  -1.30  -2.79  1.93
H  1.21  1.17  5.57
H  -0.63  -0.69  4.88
H  -0.76  4.96  -0.80
H  2.30  2.27  2.09
H  4.61  1.34  2.38
H  -2.05  1.43  -2.14
H  1.19  4.49  2.34
H  -1.54  2.89  -3.00
H  4.58  2.62  1.18
H  5.32  -0.42  -0.85
H  1.27  2.48  4.38
H  -5.84  -1.19  -2.80
H  -2.50  -1.54  1.69
H  -2.24  -2.20  3.33
H  -2.32  -5.24  -1.98
H  -2.15  -1.05  -4.98
H  2.54  1.26  4.41
H  1.08  5.68  1.04
H  1.97  -1.90  -2.43
H  -3.51  -4.26  -1.07
H  3.56  -1.39  -3.02
H  -2.61  -5.59  -0.28
H  2.44  4.55  1.10
H  3.40  -2.67  -1.80
H  5.83  1.37  1.10
H  -2.78  2.98  -1.75


Number 1: electronic energy -35444.3408 eV. Number 2: electronic energy -36375.2184 eV. Number 3: electronic energy -47211.0143 eV. Number 4: electronic energy -47210.9064 eV. Number 5: electronic energy -40471.5456 eV. Number 6: electronic energy -88423.2486 eV. Number 7: electronic energy -41399.7739 eV. Number 8: electronic energy -138289.5939 eV.